No. 1
{
  "formula": "C5H14OS",
  "method": "wB97M-V/def2-TZVPD",
  "smiles": "CCCCSC.O",
  "lumo_ev": 0.6,
  "total_charge": 0,
  "total_energy_ha": -672.3006,
  "gap_ev": 8.960,
  "species": ["S", "O", "C", "C", "C", "C", "C", "H", "H", "H", "H", "H", "H", "H", "H", "H", "H", "H", "H", "H", "H"],
  "positions_angstrom": [[1.669, -0.503, -1.634], [1.232, 0.815, 2.011], [-0.998, 0.449, -1.450], [-1.563, -0.010, 1.133], [-1.331, 0.972, -0.041], [-0.125, -0.765, -1.620], [2.307, -1.216, -0.080], [-0.614, 1.724, 0.273], [1.640, -0.917, 0.730], [-2.642, -0.161, 1.163], [-2.240, 1.555, -0.232], [3.276, -0.735, 0.032], [-1.967, 0.254, -1.947], [1.097, 1.464, 2.731], [2.416, -2.294, -0.046], [-0.676, 1.271, -2.095], [-0.421, -1.329, -2.511], [-1.028, -0.945, 0.993], [-0.307, -1.509, -0.839], [1.587, 1.406, 1.360], [-1.311, 0.473, 2.070]],
  "forces_ev_per_angstrom": [[0.283, 0.063, -0.177], [-0.187, 0.797, 1.377], [-1.097, 0.165, -0.448], [-0.808, 0.720, -1.062], [0.096, 0.595, -0.075], [0.037, -1.109, 0.368], [-0.746, 0.426, 0.006], [0.425, -0.029, -0.055], [0.321, 0.001, -0.017], [0.007, -0.641, 0.119], [0.010, -0.028, 0.427], [0.040, -0.092, 0.215], [0.168, -0.521, 0.316], [-0.095, -0.803, -0.136], [0.031, -0.178, -0.416], [0.543, 0.098, 0.311], [0.307, 0.363, -0.187], [-0.015, -0.025, 0.317], [-0.050, 0.188, 0.162], [0.439, 0.182, -1.099], [0.292, -0.173, 0.056]]
}

No. 2
{
  "formula": "C5H14OS2",
  "method": "wB97M-V/def2-TZVPD",
  "smiles": "CCCSCSC.O",
  "lumo_ev": 0.6,
  "total_charge": 0,
  "total_energy_ha": -1070.4920,
  "gap_ev": 9.260,
  "species": ["S", "S", "O", "C", "C", "C", "C", "C", "H", "H", "H", "H", "H", "H", "H", "H", "H", "H", "H", "H", "H", "H"],
  "positions_angstrom": [[-0.422, -0.229, 0.381], [0.960, -1.509, 2.832], [0.538, -2.518, -2.414], [-1.333, 1.709, -1.343], [-0.068, 1.232, -0.618], [-2.153, 2.469, -0.387], [1.817, -2.547, 1.589], [0.786, -0.018, 1.752], [1.095, -2.889, 0.829], [0.749, 1.151, -1.361], [-0.270, -2.645, -1.867], [0.310, 0.792, 2.337], [0.215, 2.017, 0.109], [-1.699, 3.455, -0.192], [-2.325, 1.964, 0.578], [-3.127, 2.622, -0.882], [2.268, -3.432, 2.070], [-1.836, 0.783, -1.682], [-1.112, 2.319, -2.240], [1.777, 0.345, 1.419], [2.615, -1.977, 1.085], [1.215, -3.096, -1.995]],
  "forces_ev_per_angstrom": [[0.469, -0.616, -0.165], [0.261, 0.601, -1.242], [-0.093, -0.788, 0.875], [0.952, -1.510, -0.295], [0.836, 1.105, -0.343], [-1.739, 1.104, 0.302], [-0.070, -0.201, -0.220], [-0.470, 0.500, 0.506], [0.321, 0.162, 0.329], [-0.166, -0.543, 0.632], [0.900, 0.200, -0.475], [0.589, -0.520, 0.183], [0.088, -0.211, -0.381], [-0.226, -0.297, 0.007], [0.137, 0.057, -0.464], [0.068, 0.297, 0.585], [-0.272, 0.473, -0.024], [-0.090, 0.530, -0.107], [0.114, -0.384, 0.450], [-0.519, -0.421, -0.048], [-0.316, -0.167, 0.310], [-0.774, 0.629, -0.417]]
}

No. 3
{
  "formula": "C5H14OS2",
  "method": "wB97M-V/def2-TZVPD",
  "smiles": "CCCSSCC.O",
  "lumo_ev": 0.7,
  "total_charge": 0,
  "total_energy_ha": -1070.5223,
  "gap_ev": 9.593,
  "species": ["S", "S", "O", "C", "C", "C", "C", "C", "H", "H", "H", "H", "H", "H", "H", "H", "H", "H", "H", "H", "H", "H"],
  "positions_angstrom": [[-1.874, 0.428, 1.400], [-0.097, 1.366, 0.922], [-0.075, 0.756, -2.362], [3.436, -0.737, 0.612], [1.056, -0.057, 0.939], [-3.944, -0.512, -0.161], [-2.595, 0.153, -0.294], [2.437, 0.386, 0.472], [0.093, 1.040, -1.446], [1.124, -0.360, 1.983], [0.668, -0.876, 0.330], [-4.732, 0.174, 0.131], [-3.911, -1.395, 0.473], [3.604, -0.980, 1.658], [-1.872, -0.465, -0.802], [2.461, 0.806, -0.526], [0.767, 0.843, -2.822], [2.756, 1.188, 1.137], [4.393, -0.430, 0.190], [3.126, -1.621, 0.066], [-4.216, -0.848, -1.165], [-2.606, 1.143, -0.736]],
  "forces_ev_per_angstrom": [[0.007, 0.256, -0.386], [-0.240, -0.448, 0.074], [0.153, -0.031, 0.117], [0.490, 0.060, -0.290], [0.065, 0.364, -0.077], [-0.056, -0.011, -0.949], [0.647, 0.310, 1.269], [-0.103, 0.175, 0.746], [-0.119, 0.034, -0.246], [-0.019, -0.268, -0.078], [-0.088, 0.114, 0.051], [0.023, 0.039, 0.399], [-0.054, 0.064, 0.174], [-0.064, -0.184, 0.068], [0.057, -0.197, -0.377], [-0.290, -0.058, -0.356], [-0.089, 0.013, 0.060], [0.050, 0.263, 0.003], [0.105, -0.027, 0.051], [-0.114, -0.261, 0.015], [-0.108, -0.134, 0.039], [-0.254, -0.073, -0.304]]
}

No. 4
{
  "formula": "C5H14OSi",
  "method": "wB97M-V/def2-TZVPD",
  "smiles": "C[Si](C)(C)CCO",
  "lumo_ev": 0.8,
  "total_charge": 0,
  "total_energy_ha": -563.6270,
  "gap_ev": 10.679,
  "species": ["Si", "O", "C", "C", "C", "C", "C", "H", "H", "H", "H", "H", "H", "H", "H", "H", "H", "H", "H", "H", "H"],
  "positions_angstrom": [[-0.482, 0.075, 0.277], [2.084, 0.953, -1.421], [1.879, -0.451, -1.223], [-2.057, -0.794, 0.540], [0.346, -0.236, 1.981], [0.443, -0.971, -0.995], [-0.787, 1.851, -0.078], [-2.644, -0.638, -0.328], [1.183, -0.986, 1.874], [0.150, 2.354, -0.509], [-2.657, -0.343, 1.292], [-0.018, -1.111, -1.973], [0.673, 0.799, 2.209], [2.585, -0.717, -0.420], [-1.087, 2.252, 0.904], [2.299, -0.969, -2.067], [1.341, 1.189, -2.043], [0.481, -2.000, -0.608], [-0.364, -0.432, 2.797], [-1.509, 2.015, -0.909], [-1.859, -1.841, 0.700]],
  "forces_ev_per_angstrom": [[0.408, -1.633, 0.974], [-2.189, -0.061, -0.954], [1.104, -0.827, 0.462], [-0.281, 0.176, -0.549], [0.610, 1.097, -0.817], [0.823, 0.729, -0.033], [1.290, 1.000, -1.412], [-0.808, -0.364, -1.264], [-0.821, 1.004, 0.571], [-1.124, -0.511, 1.234], [-0.334, 0.121, 1.160], [-0.361, 0.387, -0.066], [0.793, -0.662, 0.230], [-0.571, 0.114, 0.174], [-0.062, 0.444, -0.668], [0.171, -0.300, -0.716], [1.318, 0.096, 0.808], [0.179, 0.250, 0.185], [0.153, -0.515, -0.465], [-0.070, -0.166, 0.937], [-0.229, -0.380, 0.208]]
}